{"formula": "C29H44N2O7S", "method": "wB97M-V/def2-TZVPD", "species": ["C", "O", "C", "C", "C", "C", "C", "C", "N", "C", "O", "C", "C", "C", "O", "C", "C", "C", "C", "C", "C", "O", "S", "C", "C", "O", "C", "C", "O", "C", "O", "C", "C", "C", "C", "C", "C", "C", "N", "H", "H", "H", "H", "H", "H", "H", "H", "H", "H", "H", "H", "H", "H", "H", "H", "H", "H", "H", "H", "H", "H", "H", "H", "H", "H", "H", "H", "H", "H", "H", "H", "H", "H", "H", "H", "H", "H", "H", "H", "H", "H", "H", "H"], "positions_angstrom": [[-8.01091, -0.89005, -1.11111], [-7.96272, 0.10932, -2.20538], [-6.72911, 0.95349, -2.08035], [-5.44219, 0.10660, -2.67676], [-4.21995, 1.09837, -3.23970], [-2.85593, 0.90285, -2.31953], [-2.08088, -0.55961, -2.11681], [-2.62298, -1.94571, -2.80544], [-3.12817, -1.80001, -4.22449], [-0.71940, -0.70609, -1.15831], [-0.03741, -2.03001, -0.98630], [0.96205, -2.12642, -2.09503], [2.08655, -3.28108, -1.65971], [1.32861, -4.74947, -1.52143], [3.24863, -3.32439, -2.56946], [-0.06832, 0.60060, -0.34468], [-0.84214, 2.02949, -0.55066], [-2.18871, 2.20143, -1.52786], [-2.78617, 3.73496, -1.63687], [-3.60793, 4.23912, -0.31047], [-3.83287, 3.06583, 0.81267], [-2.88441, 5.43812, 0.20032], [-0.14493, 3.54261, 0.38523], [1.65810, 3.10038, 0.63369], [2.76641, 4.31612, 0.82688], [2.29045, 5.72858, 0.83261], [4.36467, 4.01503, 1.05819], [4.80284, 2.40371, 1.07130], [6.25568, 2.14370, 1.31597], [3.68707, 1.17461, 0.87125], [4.24063, -0.19889, 0.90695], [3.75352, -0.86542, 2.14517], [5.08826, -1.27611, 3.00559], [6.07983, -2.35305, 2.22637], [4.72725, -1.90332, 4.49164], [4.27169, -3.49635, 4.43731], [3.50339, -1.09913, 5.26181], [2.06471, 1.51420, 0.64971], [1.13461, 0.33117, 0.52699], [-8.92391, -1.61639, -1.33182], [-8.21570, -0.40967, -0.04794], [-7.04529, -1.57581, -1.11773], [-6.94582, 1.92447, -2.73808], [-6.58684, 1.30234, -0.97237], [-5.02090, -0.58517, -1.81105], [-5.87317, -0.54207, -3.57674], [-3.99559, 0.87225, -4.37000], [-4.66199, 2.18480, -3.19380], [-3.53722, -2.37717, -2.17081], [-1.81469, -2.81237, -2.79931], [-2.62410, -1.05641, -4.75718], [-3.13201, -2.72040, -4.71699], [0.47085, -2.41306, -3.12057], [1.53781, -1.09173, -2.24829], [2.43351, -2.97591, -0.56037], [2.07049, -5.58384, -1.14346], [0.43608, -4.68378, -0.73176], [0.92291, -5.07530, -2.57840], [3.99666, -3.72650, -2.00976], [-1.83631, 4.43785, -1.80701], [-3.46294, 3.90307, -2.59429], [-4.65887, 4.64831, -0.69716], [-4.65387, 3.42270, 1.60253], [-4.29867, 2.07679, 0.33311], [-2.81909, 2.78840, 1.32717], [-2.67279, 6.06285, -0.57805], [1.46570, 5.79958, 1.43174], [5.17694, 4.85990, 1.23332], [6.45275, 1.15548, 1.19403], [3.08887, -0.07631, 2.70011], [3.13291, -1.80596, 1.82747], [5.75136, -0.30579, 3.19609], [6.64573, -1.87596, 1.30191], [6.92654, -2.63389, 3.01383], [5.51194, -3.35379, 1.91006], [5.69719, -1.81865, 5.14768], [3.34683, -3.62403, 3.70903], [3.91686, -3.80382, 5.53485], [5.14559, -4.21831, 4.09765], [2.49596, -1.51370, 4.77519], [3.55149, -1.26446, 6.41944], [3.56312, 0.05213, 4.95056], [0.89184, -0.09583, 1.44786]], "homo_lumo_gap_ev": 7.4, "smiles": "COCCCc1c(CN)c(OC[C@@H](C)O)c2c(c1C[C@@H](C)O)Sc1c(O)cc(O)c(OC[C@H](C)C(C)C)c1N2", "e_homo_ev": -7.57, "charge": 0, "lumo_energy_ev": -0.16, "e_above_lowest_kcal_mol": 585.0, "total_energy_ha": -2164.85357}

{"formula": "C13H16Br2F3N4O2", "method": "wB97M-V/def2-TZVPD", "species": ["N", "C", "C", "N", "C", "C", "C", "F", "Br", "C", "F", "F", "Br", "C", "N", "N", "H", "H", "H", "H", "H", "H", "H", "H", "H", "H", "H", "H", "C", "C", "C", "O", "C", "C", "C", "O", "H", "H", "H", "H"], "positions_angstrom": [[5.70307, -1.36039, 0.80990], [4.66855, -1.48272, 0.12326], [4.09574, -0.33913, -0.65347], [3.65777, 0.75058, 0.21597], [2.49058, 1.59794, -0.13229], [1.18070, 0.83948, -0.24909], [0.59832, 0.32632, 1.03773], [1.32294, -0.72887, 1.47894], [0.52202, 1.70429, 2.40624], [-0.83308, -0.22002, 0.86099], [-0.79637, -1.26131, 0.07882], [-1.25696, -0.64242, 2.02543], [-2.09774, 1.09254, 0.22997], [4.35446, 1.03289, 1.33532], [3.81531, 0.95465, 2.51725], [5.63689, 1.42010, 1.27808], [5.95263, -2.23459, 1.26403], [4.15394, -2.43702, 0.07014], [4.87285, 0.02432, -1.32491], [3.26129, -0.65778, -1.25513], [2.44191, 2.45042, 0.52530], [2.70467, 1.99696, -1.11890], [0.45242, 1.53103, -0.65483], [1.26530, 0.05444, -0.98727], [4.53880, 0.90085, 3.23560], [3.26624, 0.09623, 2.58371], [6.25678, 0.61496, 1.42723], [5.85398, 1.77966, 0.35311], [-5.50168, -1.65643, -1.27906], [-5.13637, -0.38468, -1.14856], [-6.11041, 0.71904, -1.31623], [-5.76569, 1.87684, -1.19582], [-7.51200, 0.35517, -1.63465], [-7.88080, -0.91673, -1.76619], [-6.90531, -2.02414, -1.59803], [-7.23860, -3.18233, -1.71534], [-4.80502, -2.47699, -1.16080], [-4.12188, -0.08525, -0.91534], [-8.20730, 1.17647, -1.75223], [-8.89798, -1.20438, -1.99889]], "homo_lumo_gap_ev": 7.8, "e_homo_ev": -11.71, "charge": 1, "lumo_energy_ev": -3.88, "total_energy_ha": -6321.80090}

{"formula": "C10H11IrNO5", "method": "wB97M-V/def2-TZVPD", "species": ["Ir", "O", "C", "C", "O", "C", "O", "C", "O", "O", "C", "C", "C", "C", "C", "C", "N", "H", "H", "H", "H", "H", "H", "H", "H", "H", "H", "H"], "positions_angstrom": [[0.00000, 0.00000, 0.00000], [-0.94263, -2.26849, 1.65118], [-0.57594, -1.38586, 1.00872], [0.04413, 1.66812, 0.69646], [0.07229, 2.73056, 1.14004], [0.53189, -0.28163, -1.70513], [0.87096, -0.46103, -2.79094], [-1.69342, 0.28512, -0.57480], [-2.76727, 0.46609, -0.93907], [1.35266, 0.02849, 1.45914], [2.52372, -0.35157, 1.41746], [3.37500, -0.05014, 2.62643], [3.94097, -1.29722, 3.30310], [5.12388, -1.91333, 2.55356], [4.81614, -2.46931, 1.16173], [4.39223, -1.40403, 0.14620], [3.01663, -0.97867, 0.31805], [4.19739, 0.64965, 2.36125], [2.73098, 0.46860, 3.37163], [4.34055, -0.97983, 4.29179], [3.13702, -2.04279, 3.48425], [5.93520, -1.15542, 2.46869], [5.51502, -2.74944, 3.17301], [5.77103, -2.90717, 0.79519], [4.06331, -3.28564, 1.20621], [5.08384, -0.53385, 0.16677], [4.47228, -1.86751, -0.86283], [2.38671, -1.17983, -0.45974]], "homo_lumo_gap_ev": [6.6, 5.6], "e_homo_ev": [-18.49, -22.49], "charge": 3, "lumo_energy_ev": [-11.85, -16.86], "s_squared": 6.02, "total_energy_ha": -921.43980, "spin_multiplicity": 5}

{"formula": "C6H10ClN", "method": "wB97M-V/def2-TZVPD", "species": ["C", "C", "C", "C", "Cl", "H", "H", "H", "H", "H", "H", "H", "C", "C", "N", "H", "H", "H"], "positions_angstrom": [[-0.97724, -1.04137, -1.54426], [-0.81058, -0.83393, -0.03530], [0.15611, -1.62202, 0.85008], [-1.63674, -0.20495, 0.75978], [-2.95369, 0.82284, 0.27194], [-1.02956, -2.07709, -1.54132], [-1.76316, -0.47583, -1.82232], [-0.14098, -0.68378, -2.09188], [0.15992, -1.38811, 1.85247], [1.11900, -1.43107, 0.45010], [-0.21059, -2.59423, 0.71800], [-1.63507, -0.38483, 1.78489], [2.52206, 2.00930, 0.50777], [1.27408, 2.17009, 0.09840], [0.37980, 2.34890, -0.75528], [3.19296, 1.36678, -0.14104], [2.83072, 2.21429, 1.48083], [-0.47704, 1.80502, -0.84286]], "homo_lumo_gap_ev": 9.6, "smiles": "CC(C)=CCl.C=C=N", "e_homo_ev": -8.88, "charge": 0, "lumo_energy_ev": 0.68, "e_above_lowest_kcal_mol": 67.1, "total_energy_ha": -749.44948}

{"formula": "C6H13NO", "method": "wB97M-V/def2-TZVPD", "species": ["C", "N", "C", "C", "C", "C", "C", "O", "H", "H", "H", "H", "H", "H", "H", "H", "H", "H", "H", "H", "H"], "positions_angstrom": [[0.48886, 2.06050, 2.44484], [1.43122, 1.34725, 1.53838], [0.75486, 0.70239, 0.48191], [1.25135, -0.41382, -0.12718], [0.86162, -0.66965, -1.58958], [-0.71810, -0.46666, -1.65106], [-1.59888, -1.13377, -0.58787], [-1.57040, -2.57440, -0.73533], [-0.49989, 1.64853, 2.31208], [0.70393, 3.12865, 2.16943], [0.82773, 2.04396, 3.49542], [1.97222, 0.60873, 2.00712], [0.05542, 1.31260, -0.04919], [1.67251, -1.18225, 0.44143], [1.03295, -1.67973, -1.91789], [1.35410, 0.02433, -2.25879], [-1.16506, -0.84847, -2.58779], [-0.80901, 0.62491, -1.66710], [-2.63329, -0.65055, -0.63613], [-1.36737, -1.07617, 0.45607], [-2.04479, -2.80638, -1.53875]], "homo_lumo_gap_ev": 8.8, "smiles": "CN/C=C/CCCO", "e_homo_ev": -7.80, "charge": 0, "lumo_energy_ev": 1.00, "e_above_lowest_kcal_mol": 70.0, "total_energy_ha": -366.32232}

{"formula": "C2H3FOTl", "method": "wB97M-V/def2-TZVPD", "species": ["H", "O", "C", "C", "H", "H", "F", "Tl"], "positions_angstrom": [[3.67215, 1.84757, 0.55125], [0.77497, 0.69488, 2.12298], [1.36117, 1.54549, 1.39128], [2.33116, 1.17668, 0.43108], [1.11944, 2.61407, 1.48758], [2.24076, 1.53935, -0.59519], [2.53765, -0.21997, 0.44223], [1.23005, -1.18855, 1.78571]], "homo_lumo_gap_ev": [10.2, 8.4], "e_homo_ev": [-21.57, -22.78], "charge": 2, "lumo_energy_ev": [-11.37, -14.42], "e_above_lowest_kcal_mol": 0.0, "s_squared": 0.75, "total_energy_ha": -424.67583, "spin_multiplicity": 2}

{"formula": "C21H46Cl24O5PS", "method": "wB97M-V/def2-TZVPD", "species": ["C", "C", "O", "P", "O", "C", "C", "S", "C", "C", "C", "O", "O", "O", "C", "C", "H", "H", "H", "H", "H", "H", "H", "H", "H", "H", "H", "H", "H", "H", "H", "H", "H", "H", "H", "H", "H", "H", "C", "Cl", "Cl", "H", "H", "C", "Cl", "Cl", "H", "H", "C", "Cl", "Cl", "H", "H", "C", "Cl", "Cl", "H", "H", "C", "Cl", "Cl", "H", "H", "C", "Cl", "Cl", "H", "H", "C", "Cl", "Cl", "H", "H", "C", "Cl", "Cl", "H", "H", "C", "Cl", "Cl", "H", "H", "C", "Cl", "Cl", "H", "H", "C", "Cl", "Cl", "H", "H", "C", "Cl", "Cl", "H", "H"], "positions_angstrom": [[1.60519, -3.67853, 3.89338], [1.50826, -2.96895, 2.54229], [0.12010, -2.96484, 2.10463], [-0.46593, -1.79607, 1.20945], [-1.36853, -2.29009, 0.15981], [0.88743, -0.85196, 0.44463], [0.40926, -0.29057, -0.89880], [1.88575, 0.30058, -1.76138], [2.05801, 2.04092, -1.21989], [3.42393, 2.19687, -0.51552], [1.54746, 0.20364, -3.51599], [0.45402, 0.98851, -3.89308], [0.17496, 0.53012, -5.22470], [-1.20332, -0.74209, 2.15587], [-1.09693, -0.83968, 3.59841], [-2.02660, -1.91420, 4.17612], [0.73817, -3.40201, 4.49497], [2.50106, -3.31741, 4.40271], [1.65490, -4.75726, 3.76624], [2.07022, -3.52208, 1.78758], [1.90105, -1.95605, 2.64615], [1.73720, -1.52405, 0.28460], [1.22798, -0.05520, 1.10858], [-0.11106, -1.02995, -1.51011], [-0.26629, 0.55228, -0.74284], [1.25049, 2.17505, -0.50083], [1.94488, 2.70172, -2.07749], [3.31780, 2.65888, 0.46520], [3.91253, 1.23029, -0.38941], [4.07661, 2.82748, -1.11347], [1.33442, -0.85880, -3.69935], [2.47287, 0.44992, -4.04762], [-0.64182, 1.01651, -5.42809], [-0.05743, -0.99098, 3.90427], [-1.39453, 0.14093, 3.97412], [-2.46955, -1.58669, 5.11254], [-1.45838, -2.82737, 4.35459], [-2.80073, -2.11144, 3.43206], [-2.44060, -3.17628, -3.29013], [-4.16379, -3.11327, -3.63924], [-1.59190, -1.78656, -4.00519], [-2.29682, -3.13986, -2.21725], [-2.03049, -4.08615, -3.71274], [2.61806, 0.82014, 4.14824], [1.47210, 1.61594, 3.05798], [3.84791, -0.08894, 3.25703], [3.11347, 1.58080, 4.73956], [2.06900, 0.13551, 4.78477], [5.41917, 5.52314, -2.16359], [6.57423, 4.56559, -1.22023], [4.47819, 4.50907, -3.26829], [4.74229, 6.01929, -1.47849], [5.96176, 6.24734, -2.75775], [3.48758, 0.92370, -7.05442], [3.86812, 2.07284, -5.75332], [4.91310, 0.02089, -7.56751], [2.74369, 0.22335, -6.69009], [3.09652, 1.48416, -7.89171], [-3.39699, 1.64950, 1.47058], [-4.93536, 2.23620, 2.10382], [-2.01953, 2.56237, 2.11434], [-3.27578, 0.60956, 1.74865], [-3.40040, 1.75957, 0.39164], [-4.00325, -5.02663, 5.15541], [-3.80415, -3.78621, 6.40016], [-2.55968, -6.03990, 5.00028], [-4.84352, -5.65422, 5.42457], [-4.18044, -4.53544, 4.20568], [8.58094, 5.59372, -4.25649], [7.26528, 6.31844, -5.19941], [9.81812, 4.87744, -5.28894], [9.03850, 6.37155, -3.65574], [8.16495, 4.81490, -3.62849], [-8.23847, -5.03825, 5.92937], [-7.21624, -3.70711, 5.36090], [-7.56169, -6.62320, 5.52845], [-8.32458, -4.96594, 7.00714], [-9.21190, -4.96650, 5.45649], [-11.39217, -7.85315, 5.60561], [-11.23028, -7.70420, 7.35697], [-11.24223, -6.28564, 4.79553], [-10.60307, -8.49931, 5.23955], [-12.36924, -8.26167, 5.37785], [0.84998, 3.10163, -9.77605], [2.19240, 2.38203, -10.66695], [1.00611, 2.81900, -8.03156], [0.84779, 4.17122, -9.94767], [-0.07548, 2.65160, -10.11432], [-4.89304, 0.65503, -1.22656], [-3.93103, 2.05639, -1.72486], [-3.87370, -0.73108, -0.82983], [-5.46449, 0.92796, -0.34712], [-5.54932, 0.38037, -2.04406], [7.12053, 7.84950, 0.93635], [5.77920, 8.67193, 1.73466], [7.11471, 8.11585, -0.81400], [8.05299, 8.23042, 1.33515], [7.02951, 6.78414, 1.11561]], "homo_lumo_gap_ev": 10.1, "e_homo_ev": -12.12, "charge": 1, "lumo_energy_ev": -2.04, "e_above_lowest_kcal_mol": 0.0, "total_energy_ha": -12987.80510}

{"formula": "C14H19ClO5Se2Ti", "method": "wB97M-V/def2-TZVPD", "species": ["Ti", "C", "Se", "C", "C", "Se", "C", "H", "H", "H", "H", "H", "H", "H", "H", "H", "H", "C", "C", "C", "C", "Cl", "C", "C", "C", "O", "C", "C", "O", "O", "H", "H", "H", "H", "H", "H", "H", "H", "O", "C", "O", "H"], "positions_angstrom": [[0.42095, -0.10180, -0.63936], [-0.49087, -3.91239, 0.44326], [0.47757, -2.70227, -0.77137], [2.23713, -2.79118, 0.13618], [2.19909, -2.43307, 1.61219], [0.86492, -1.03634, 2.04390], [1.99594, 0.07883, 3.16881], [-1.47603, -4.08166, 0.01056], [-0.58545, -3.49140, 1.44732], [0.04894, -4.85925, 0.47408], [2.86745, -2.09147, -0.42388], [2.62922, -3.80507, 0.01166], [3.16005, -2.02738, 1.93947], [1.94755, -3.30436, 2.22154], [2.76945, 0.53120, 2.55251], [2.41986, -0.54140, 3.95782], [1.36333, 0.85090, 3.60583], [-2.57067, 3.28083, -2.00918], [-2.30436, 2.05525, -1.20667], [-2.57181, 0.78640, -1.70624], [-2.25717, -0.34637, -0.96817], [-2.39995, -1.91714, -1.65683], [-1.78826, -0.24635, 0.35058], [-1.52070, 1.03290, 0.85929], [-1.68870, 2.15903, 0.05393], [-1.13620, 3.36354, 0.41620], [0.27342, 3.28233, 0.61423], [0.80850, 2.09194, -0.17734], [0.47905, 1.89874, -1.35799], [1.39455, 1.15561, 0.44468], [-3.23051, 3.06632, -2.84452], [-1.62821, 3.66999, -2.39674], [-3.01515, 4.05907, -1.39032], [-2.97422, 0.69062, -2.70487], [-1.81153, -1.12205, 1.00234], [-1.19853, 1.14548, 1.89502], [0.52737, 3.14399, 1.67319], [0.69237, 4.22621, 0.25655], [0.05122, -0.44874, -2.56046], [1.28342, -0.43672, -2.77614], [2.05947, -0.40207, -1.79711], [1.67747, -0.47069, -3.80397]], "homo_lumo_gap_ev": [8.5, 8.9], "e_homo_ev": [-11.86, -12.15], "charge": 1, "lumo_energy_ev": [-3.40, -3.27], "e_above_lowest_kcal_mol": 33.7, "s_squared": 0.75, "total_energy_ha": -7033.45516, "spin_multiplicity": 2}

Please write out number 4 again, unchanged.
{"formula": "C6H10ClN", "method": "wB97M-V/def2-TZVPD", "species": ["C", "C", "C", "C", "Cl", "H", "H", "H", "H", "H", "H", "H", "C", "C", "N", "H", "H", "H"], "positions_angstrom": [[-0.97724, -1.04137, -1.54426], [-0.81058, -0.83393, -0.03530], [0.15611, -1.62202, 0.85008], [-1.63674, -0.20495, 0.75978], [-2.95369, 0.82284, 0.27194], [-1.02956, -2.07709, -1.54132], [-1.76316, -0.47583, -1.82232], [-0.14098, -0.68378, -2.09188], [0.15992, -1.38811, 1.85247], [1.11900, -1.43107, 0.45010], [-0.21059, -2.59423, 0.71800], [-1.63507, -0.38483, 1.78489], [2.52206, 2.00930, 0.50777], [1.27408, 2.17009, 0.09840], [0.37980, 2.34890, -0.75528], [3.19296, 1.36678, -0.14104], [2.83072, 2.21429, 1.48083], [-0.47704, 1.80502, -0.84286]], "homo_lumo_gap_ev": 9.6, "smiles": "CC(C)=CCl.C=C=N", "e_homo_ev": -8.88, "charge": 0, "lumo_energy_ev": 0.68, "e_above_lowest_kcal_mol": 67.1, "total_energy_ha": -749.44948}